(1)
Density functional theory data (the ωB97M-V functional and the def2-TZVPD basis) for a molecular structure, C6H9BiCl2O3PY.

Geometry as ORCA input:
```
! wB97M-V def2-TZVPD RIJCOSX def2/J DEFGRID3
* xyz 4 1
Bi -0.06 0.57 -4.83
Y -0.22 0.95 -0.58
Cl -0.80 -1.10 -2.10
Cl -1.76 2.84 -0.71
C 1.74 1.90 0.49
C 1.07 -1.37 -5.04
C 1.38 2.09 -5.78
O 2.63 2.49 0.94
O 1.22 -2.52 -4.93
O 1.75 3.08 -6.27
C -0.15 -0.12 3.74
P -0.04 -0.02 1.94
C 0.44 -1.71 1.43
C -1.81 -0.09 1.39
H 0.86 -0.28 4.15
H -0.81 -0.95 4.05
H -0.55 0.83 4.13
H -0.16 -2.45 1.99
H 0.32 -1.87 0.34
H 1.50 -1.85 1.69
H -2.25 -0.89 2.00
H -2.33 0.84 1.62
H -1.97 -0.36 0.32
*
```

For the orbital gap (spin up / spin down), the calculation gives 6.6 / 5.2 eV. Its HOMO energy (spin up / spin down) is -23.93 / -23.70 eV.



(2)
Density functional theory data (the ωB97M-V functional and the def2-TZVPD basis) for 2 unconnected molecules or ions with the total composition C13H14Br2ClN5O5S3.

Geometry as ORCA input:
```
! wB97M-V def2-TZVPD RIJCOSX def2/J DEFGRID3
* xyz 0 1
O 0.32 -0.55 2.83
O 1.24 0.77 -3.67
O -0.58 2.02 -0.75
O -3.38 -0.69 0.76
O -2.62 -0.08 2.99
Cl -2.03 -6.72 1.45
Br 5.63 2.33 4.35
Br -0.63 -5.70 4.42
N 2.98 2.09 1.15
S 2.86 0.92 3.48
S -2.51 -3.74 0.87
C 0.14 0.05 1.79
C 1.07 -0.10 -2.83
C -1.08 1.92 -1.87
C 2.24 1.29 1.87
C 4.11 2.48 1.86
C -1.92 -5.04 1.89
C 4.21 1.96 3.12
C -1.41 -3.13 3.16
C -1.37 -4.58 3.06
C -1.99 -2.56 2.05
N 1.09 0.87 1.25
N -1.46 3.02 -2.52
N -0.11 -0.34 -2.26
N -0.93 -0.20 1.01
C 2.22 -0.97 -2.38
C -2.01 3.10 -3.88
C -1.28 0.52 -2.49
S -2.31 -0.81 1.76
H 4.85 3.15 1.45
H -1.03 -2.56 4.01
H 0.85 1.36 0.40
H -1.28 3.88 -2.04
H -0.18 -1.08 -1.58
H -1.15 0.57 0.38
H 3.13 -0.63 -2.88
H 2.35 -0.88 -1.30
H 2.02 -2.01 -2.65
H -2.21 4.14 -4.14
H -1.28 2.70 -4.59
H -2.94 2.53 -3.95
H -2.17 0.07 -2.04
H -1.45 0.61 -3.56
*
```

As for the SMILES: O=C(Nc1ncc(Br)s1)NS(=O)(=O)c1cc(Br)c(Cl)s1.CNC(=O)CNC(C)=O. For the orbital gap, the calculation gives 8.4 eV. Its HOMO energy is -8.55 eV.



(3)
Density functional theory data (the ωB97M-V functional and the def2-TZVPD basis) for 14 unconnected molecules or ions with the total composition H26NO16.

Geometry as ORCA input:
```
! wB97M-V def2-TZVPD RIJCOSX def2/J DEFGRID3
* xyz -1 1
N -0.02 -0.18 0.19
O -0.82 -0.88 0.82
O 0.21 -0.45 -1.02
O 0.91 0.25 0.90
O 1.24 1.31 -2.94
H 2.20 1.35 -3.02
H 0.99 0.59 -2.38
O -2.08 -2.46 2.49
H -1.65 -1.74 2.07
H -2.92 -2.43 1.97
O 1.85 -2.86 1.21
H 1.49 -2.41 1.99
H 2.75 -2.56 0.98
O 2.12 2.66 -0.30
H 2.46 1.83 -0.08
H 2.37 2.86 -1.21
O 1.08 -1.14 3.09
H 0.62 -0.70 2.37
H 0.85 -0.57 3.84
O -0.70 1.92 2.74
H -1.25 1.28 3.14
H -0.52 1.60 1.86
O 1.21 -2.15 -3.53
H 0.61 -1.53 -3.25
H 1.17 -2.90 -2.90
O -1.05 -0.26 -3.86
H -0.88 0.46 -4.46
H -1.54 0.19 -3.17
O 3.49 0.02 2.66
H 3.52 0.96 2.55
H 2.54 -0.19 2.73
O -3.16 0.55 0.98
H -3.48 0.11 1.78
H -2.34 0.16 0.72
O -0.62 2.89 -0.03
H 0.27 2.77 0.15
H -0.62 3.73 0.40
O -2.03 1.42 -1.88
H -2.70 2.08 -1.93
H -1.40 1.72 -1.24
O -1.54 -2.38 -1.81
H -0.89 -1.81 -1.44
H -1.77 -3.09 -1.15
*
```

As for the energy relative to the best compared isomer or geometry (same formula, charge and spin): 173.75 kJ/mol. For the orbital gap, the calculation gives 10.0 eV. Its HOMO energy is -7.39 eV.



(4)
Density functional theory data (the ωB97M-V functional and the def2-TZVPD basis) for a molecular structure, C5H9Br3O.

Geometry as ORCA input:
```
! wB97M-V def2-TZVPD RIJCOSX def2/J DEFGRID3
* xyz 0 1
C 1.27 -0.89 -0.16
C -0.97 -0.18 0.76
C 0.01 -0.07 -0.42
C 0.34 1.38 -0.58
C -3.01 3.45 -1.37
O -0.25 2.14 -1.31
Br -4.77 2.79 -1.83
Br -2.81 3.60 0.54
Br -2.66 5.15 -2.24
H 1.96 -0.81 -0.99
H 1.77 -0.54 0.74
H 1.01 -1.94 -0.02
H -1.88 0.37 0.56
H -0.52 0.22 1.67
H -1.22 -1.22 0.93
H -0.50 -0.42 -1.32
H 1.15 1.76 0.06
H -2.26 2.73 -1.73
*
```

As for the energy relative to the best compared isomer or geometry (same formula, charge and spin): 0.00 kJ/mol. For the orbital gap, the calculation gives 10.2 eV. Its HOMO energy is -10.03 eV.



(5)
Density functional theory data (the ωB97M-V functional and the def2-TZVPD basis) for 8 unconnected molecules or ions with the total composition C7H26O7.

Geometry as ORCA input:
```
! wB97M-V def2-TZVPD RIJCOSX def2/J DEFGRID3
* xyz -1 2
C 2.48 -0.77 0.06
C 1.04 -1.09 -0.15
C 0.57 -0.65 -1.48
C -0.46 -1.29 -2.13
C -1.02 -2.52 -1.48
C -1.87 -2.54 -0.46
C 1.17 0.60 -2.04
H 2.54 0.32 0.17
H 3.23 -0.89 -0.71
H 2.89 -1.15 0.92
H 0.73 -2.14 0.03
H 0.42 -0.26 0.49
H -1.01 -0.87 -2.84
H -0.72 -3.50 -1.92
H -2.21 -3.45 0.05
H -2.21 -1.66 0.15
H 0.49 1.44 -2.25
H 1.66 0.39 -3.00
H 1.96 1.24 -1.40
H -1.27 3.00 1.80
H -0.91 3.20 3.15
O -1.64 3.37 2.58
H 4.02 1.35 -2.56
H 3.79 1.57 -1.00
O 4.35 1.77 -1.71
H -0.07 0.49 3.63
H -1.27 1.18 3.32
O -0.65 1.21 3.95
H 0.30 1.62 -0.06
H 0.03 2.72 -0.96
O -0.02 2.44 -0.07
H -3.44 -0.77 2.85
H -2.16 -1.41 2.59
O -3.13 -1.53 2.42
H 1.70 -1.76 -3.41
H 1.43 -3.01 -2.54
O 2.04 -2.69 -3.33
H -2.76 1.62 0.98
H -3.35 2.12 2.39
O -2.85 1.46 1.93
*
```

Its expectation value of S² is 0.75. As for the energy relative to the best compared isomer or geometry (same formula, charge and spin): 0.00 kJ/mol. For the orbital gap (spin up / spin down), the calculation gives 2.9 / 8.8 eV. Its HOMO energy (spin up / spin down) is 0.02 / -5.96 eV.



(6)
Density functional theory data (the ωB97M-V functional and the def2-TZVPD basis) for a molecular structure, C7H10F5NOTeZr.

Geometry as ORCA input:
```
! wB97M-V def2-TZVPD RIJCOSX def2/J DEFGRID3
* xyz 0 1
C -0.93 1.54 -2.51
C 0.45 1.52 -2.16
C 0.57 1.92 -0.80
C -0.73 2.25 -0.33
C -1.66 1.99 -1.38
Zr 1.39 -1.36 0.39
N -2.36 -0.68 2.56
C 0.55 -2.16 -1.31
C 1.47 -3.25 -1.04
H 1.49 2.02 -0.23
H 1.28 1.24 -2.81
H -0.96 2.64 0.66
H -2.74 2.15 -1.32
H -1.35 1.28 -3.48
H 2.47 -3.25 -1.47
H -0.53 -2.36 -1.21
H -2.94 -0.06 1.96
H 1.13 -4.19 -0.58
H 0.76 -1.45 -2.15
F 0.17 2.11 2.65
Te -0.92 0.51 2.89
F 1.57 -2.77 1.70
F 0.35 -0.11 4.15
F 3.15 -0.66 -0.03
F -1.79 1.37 4.42
O 0.12 -0.24 1.43
*
```

For the orbital gap (spin up / spin down), the calculation gives 3.1 / 3.3 eV. Its HOMO energy (spin up / spin down) is -6.99 / -7.09 eV.



(7)
Density functional theory data (the ωB97M-V functional and the def2-TZVPD basis) for a single C3H5NO molecule.

Geometry as ORCA input:
```
! wB97M-V def2-TZVPD RIJCOSX def2/J DEFGRID3
* xyz 0 1
C -1.26 0.65 0.35
O -0.32 0.47 -0.70
C 0.95 -1.16 -0.72
C 1.13 0.17 -0.25
N 1.97 0.82 0.30
H -1.31 1.71 0.62
H -0.98 0.08 1.24
H -2.25 0.33 -0.01
H 1.29 -1.48 -1.70
H 0.59 -1.93 -0.04
*
```

As for the energy relative to the best compared isomer or geometry (same formula, charge and spin): 504.72 kJ/mol. For the orbital gap (spin up / spin down), the calculation gives 9.7 / 6.9 eV. Its HOMO energy (spin up / spin down) is -10.00 / -8.46 eV.



(8)
Density functional theory data (the ωB97M-V functional and the def2-TZVPD basis) for 2 unconnected molecules or ions with the total composition C2H6FN.

Geometry as ORCA input:
```
! wB97M-V def2-TZVPD RIJCOSX def2/J DEFGRID3
* xyz 0 1
C -0.13 -1.56 -0.01
C -0.12 -0.10 -0.34
N 0.30 0.80 0.42
F 0.15 3.45 -0.31
H 0.92 -1.88 0.48
H -0.38 -2.30 -0.77
H -0.84 -1.59 0.84
H -0.68 0.22 -1.20
H 0.69 0.41 1.22
H 0.09 2.55 -0.32
*
```

As for the SMILES: [H]/N=C\C.F. As for the energy relative to the best compared isomer or geometry (same formula, charge and spin): 35.86 kJ/mol. For the orbital gap, the calculation gives 11.8 eV. Its HOMO energy is -10.94 eV.



The records above give, respectively, maximum force values of 7.87; 3.77; 6.37; 0.46; 6.12; 7.09; 3.30; 3.00 eV/Å.